(1)
{"formula": "C45H82O25S5", "method": "wB97M-V/def2-TZVPD", "total_charge": 1, "lumo_ev": [-2.6, -8.9], "homo_lumo_gap_ev": [8.20, 1.96], "multiplicity": 2, "symbols": ["C", "C", "C", "O", "C", "O", "O", "H", "H", "H", "H", "H", "H", "C", "C", "C", "O", "C", "O", "O", "H", "H", "H", "H", "H", "H", "C", "C", "C", "O", "C", "O", "O", "H", "H", "H", "H", "H", "H", "C", "C", "C", "O", "C", "O", "O", "H", "H", "H", "H", "H", "H", "C", "C", "O", "C", "H", "H", "H", "H", "H", "H", "C", "C", "O", "C", "H", "H", "H", "H", "H", "H", "C", "C", "O", "C", "H", "H", "H", "H", "H", "H", "C", "C", "C", "S", "O", "O", "C", "H", "H", "H", "H", "H", "H", "H", "H", "C", "C", "C", "S", "O", "O", "C", "H", "H", "H", "H", "H", "H", "H", "H", "C", "C", "C", "S", "O", "O", "C", "H", "H", "H", "H", "H", "H", "H", "H", "C", "C", "C", "S", "O", "O", "C", "H", "H", "H", "H", "H", "H", "H", "H", "C", "C", "C", "S", "O", "O", "C", "H", "H", "H", "H", "H", "H", "H", "H"], "xyz": [[-2.910, -6.852, 0.683], [-3.305, -5.459, 0.797], [-2.248, -4.412, 1.095], [-2.207, -3.709, -0.139], [-3.261, -3.954, -0.830], [-3.664, -3.349, -1.791], [-3.851, -5.010, -0.408], [-2.120, -7.039, -0.044], [-3.735, -7.507, 0.405], [-2.585, -7.247, 1.646], [-4.023, -5.326, 1.606], [-1.262, -4.816, 1.324], [-2.585, -3.714, 1.862], [-0.860, -3.717, -6.263], [-0.617, -3.156, -4.903], [-0.834, -4.148, -3.806], [0.342, -4.044, -3.071], [1.149, -3.132, -3.579], [2.179, -2.617, -3.076], [0.706, -2.799, -4.785], [-0.679, -2.923, -6.988], [-1.918, -3.974, -6.320], [-0.264, -4.536, -6.664], [-1.126, -2.237, -4.614], [-0.809, -5.125, -4.288], [-1.743, -3.955, -3.235], [4.807, -0.652, 0.597], [4.497, -1.162, -0.793], [3.981, -0.180, -1.836], [4.598, -0.657, -2.940], [5.548, -1.517, -2.707], [6.267, -1.954, -3.585], [5.588, -1.754, -1.389], [5.736, -0.086, 0.664], [4.876, -1.431, 1.357], [4.008, 0.001, 0.947], [3.713, -1.904, -0.642], [4.241, 0.859, -1.635], [2.904, -0.320, -1.923], [-1.443, -0.302, -0.871], [-0.632, -0.828, 0.359], [0.652, -1.694, 0.070], [1.688, -0.786, 0.196], [1.228, 0.376, 0.765], [1.912, 1.408, 1.006], [-0.091, 0.267, 1.057], [-1.912, 0.668, -0.705], [-2.111, -1.071, -1.259], [-0.709, -0.237, -1.674], [-1.275, -1.385, 1.041], [0.638, -2.028, -0.967], [0.755, -2.508, 0.788], [0.302, -1.910, 4.107], [1.620, -1.450, 4.705], [1.808, -1.367, 5.902], [2.732, -1.028, 3.716], [-0.347, -2.222, 4.925], [0.385, -2.767, 3.438], [0.017, -1.014, 3.557], [2.680, -0.015, 3.317], [2.596, -1.752, 2.912], [3.716, -1.286, 4.108], [0.360, -6.092, 3.582], [1.287, -5.983, 2.459], [1.056, -5.208, 1.571], [2.473, -6.906, 2.430], [-0.306, -6.927, 3.365], [-0.207, -5.165, 3.666], [0.902, -6.212, 4.520], [2.366, -7.810, 1.830], [2.772, -7.295, 3.403], [3.241, -6.276, 1.979], [3.428, 4.126, 0.274], [3.942, 4.830, -0.963], [3.825, 4.218, -2.039], [4.581, 6.196, -0.866], [3.897, 4.592, 1.141], [3.663, 3.065, 0.365], [2.346, 4.198, 0.383], [5.387, 6.177, -1.600], [4.836, 6.331, 0.185], [3.862, 6.954, -1.177], [-5.770, 0.367, -1.434], [-5.283, 1.777, -1.760], [-4.133, 1.572, -2.835], [-4.733, 0.269, -4.026], [-3.608, -0.658, -4.222], [-5.401, 1.013, -5.131], [-5.950, -0.376, -2.808], [-6.687, 0.382, -0.845], [-4.977, -0.184, -0.928], [-4.876, 2.208, -0.846], [-6.099, 2.401, -2.125], [-3.218, 1.313, -2.303], [-3.855, 2.426, -3.454], [-5.930, -1.459, -2.930], [-6.910, -0.069, -3.223], [3.161, 4.361, 4.508], [4.677, 4.803, 4.454], [5.630, 3.636, 4.811], [4.683, 2.129, 4.365], [4.420, 1.400, 5.612], [5.276, 1.498, 3.181], [3.114, 2.998, 3.912], [2.497, 5.032, 3.963], [2.747, 4.394, 5.516], [4.803, 5.625, 5.157], [4.913, 5.159, 3.451], [5.831, 3.459, 5.868], [6.601, 3.717, 4.322], [2.273, 2.331, 4.100], [3.181, 3.134, 2.833], [-4.747, 1.323, 4.458], [-5.746, 0.144, 4.368], [-5.511, -0.580, 3.006], [-3.707, -0.234, 2.573], [-3.548, 0.534, 1.360], [-2.975, -1.500, 2.697], [-3.341, 0.800, 4.023], [-4.777, 1.723, 5.472], [-5.115, 2.124, 3.817], [-6.736, 0.590, 4.266], [-5.822, -0.576, 5.182], [-6.083, -0.241, 2.142], [-5.607, -1.656, 3.154], [-2.616, 1.599, 3.871], [-2.903, 0.145, 4.776], [2.339, 1.086, -5.402], [2.016, 2.581, -5.603], [1.548, 3.223, -4.280], [0.648, 1.863, -3.478], [-0.755, 2.167, -3.654], [1.220, 1.681, -2.119], [1.253, 0.504, -4.538], [3.297, 0.974, -4.894], [2.511, 0.486, -6.295], [1.169, 2.675, -6.282], [2.822, 3.137, -6.082], [0.916, 4.107, -4.196], [2.428, 3.401, -3.661], [0.424, 0.236, -5.194], [1.621, -0.401, -4.053], [-0.818, 3.582, -0.818], [-1.349, 3.882, 0.603], [-2.771, 4.245, 0.379], [-2.826, 5.285, -1.207], [-2.928, 6.659, -0.834], [-3.834, 4.661, -2.051], [-1.141, 4.763, -1.755], [-1.360, 2.686, -1.119], [0.221, 3.253, -0.817], [-0.766, 4.617, 1.159], [-1.109, 3.003, 1.201], [-3.336, 4.755, 1.159], [-3.334, 3.334, 0.176], [-0.533, 5.652, -1.586], [-1.173, 4.680, -2.841]], "mulliken_charge": [-1.5392, 0.4429, 0.6212, 0.3153, 0.2529, -0.6392, -0.4336, 0.3188, 0.4063, 0.3725, 0.3005, -0.3215, 0.0202, -1.7264, 0.8427, -0.0099, -0.2540, 0.5947, -0.5271, -0.3377, 0.4246, 0.4189, 0.3608, -0.0113, 0.3404, -0.0881, -1.3429, 1.4306, 0.8838, -0.4307, 0.5112, -0.6311, -0.4866, 0.4014, 0.3617, -0.1023, -0.1554, 0.0928, -0.6403, 0.8567, 1.1252, 1.2823, 0.3299, -0.4059, -0.1497, -0.6307, -1.3214, 0.3541, -0.3018, -0.3717, -0.8597, -0.1616, 0.2651, 0.0847, -0.6061, -0.0650, 0.5120, -0.3245, -0.2091, -0.3465, 0.1685, 0.5731, -0.8692, 0.8556, -0.4940, -1.3469, 0.2145, 0.0911, 0.4848, 0.3090, 0.3920, 0.3440, 0.7064, 0.3859, -0.5723, -1.1487, -0.2288, -0.1124, -0.0528, 0.3579, 0.2601, 0.2963, -0.1372, -0.3357, 0.5864, 0.9742, -0.1896, -0.5109, -0.8275, 0.6517, -0.2220, -0.2250, 0.5100, -0.9062, 0.7128, 0.5105, 0.3848, -0.7987, -0.5113, -0.7582, 1.1505, -0.7007, -0.5992, 0.1814, 0.3547, 0.3837, 0.3982, 0.0843, 0.3766, 0.3824, 0.5778, -0.4622, -0.5748, -0.5983, -0.6854, 1.0658, -0.6026, -0.7704, -0.9453, 0.4112, 0.2798, 0.3207, 0.3604, 0.3177, 0.3196, 0.4174, 0.4553, -0.7469, -0.9232, -0.6008, 1.4379, -0.7927, -0.1551, 0.0271, 0.1739, 0.4584, 0.2823, 0.5011, 0.5083, 0.0658, 0.4744, -0.5479, 1.7068, -0.6276, 0.1722, 1.0528, -0.6895, -0.6149, -0.8530, -0.8192, -0.3230, 0.4224, 0.0781, 0.6146, -0.6041, 0.4267, 0.3813]}


(2)
{"formula": "C23H55NO17", "method": "wB97M-V/def2-TZVPD", "lumo_ev": -0.9, "homo_lumo_gap_ev": 8.96, "symbols": ["O", "C", "O", "C", "C", "C", "C", "C", "C", "C", "C", "N", "C", "O", "O", "C", "O", "H", "H", "H", "H", "H", "H", "H", "C", "O", "H", "H", "H", "H", "C", "O", "H", "H", "H", "H", "C", "O", "H", "H", "H", "H", "C", "O", "H", "H", "H", "H", "C", "O", "H", "H", "H", "H", "C", "O", "H", "H", "H", "H", "C", "O", "H", "H", "H", "H", "C", "O", "H", "H", "H", "H", "C", "O", "H", "H", "H", "H", "C", "O", "H", "H", "H", "H", "C", "O", "H", "H", "H", "H", "C", "O", "H", "H", "H", "H"], "xyz": [[3.918, -2.081, 1.356], [3.695, -1.126, 0.676], [4.645, -0.540, -0.096], [2.315, -0.549, 0.563], [2.225, 0.936, 0.434], [1.104, 1.631, 0.256], [-0.238, 1.011, 0.170], [-0.703, 0.363, 1.305], [-1.928, -0.295, 1.209], [-2.591, -0.180, -0.002], [-2.044, 0.501, -1.077], [-0.844, 1.085, -1.014], [1.453, 3.074, 0.206], [0.810, 4.028, 0.433], [2.822, 3.102, -0.098], [3.316, 1.964, 0.520], [4.350, 1.937, 1.082], [5.339, -0.214, 0.495], [1.870, -0.975, -0.336], [1.733, -0.883, 1.411], [-0.127, 0.326, 2.212], [-2.342, -0.842, 2.030], [-3.556, -0.647, -0.128], [-2.596, 0.554, -2.003], [1.977, -4.382, 0.522], [1.204, -3.613, 1.440], [1.287, -4.950, -0.093], [2.583, -3.739, -0.122], [2.634, -5.077, 1.049], [1.827, -3.119, 1.982], [6.010, -0.707, -3.445], [5.005, -1.627, -3.041], [6.131, -0.804, -4.521], [5.716, 0.322, -3.216], [6.966, -0.928, -2.961], [4.899, -1.539, -2.090], [0.189, -2.808, 4.358], [-0.379, -1.718, 3.622], [1.259, -2.823, 4.160], [0.030, -2.674, 5.425], [-0.245, -3.755, 4.041], [-1.320, -1.702, 3.813], [-2.370, 5.698, 2.268], [-1.779, 5.732, 0.974], [-3.349, 6.164, 2.205], [-2.492, 4.666, 2.610], [-1.762, 6.250, 2.991], [-0.913, 5.318, 1.036], [-6.502, 5.696, 2.711], [-5.650, 6.317, 3.669], [-6.150, 4.677, 2.572], [-7.536, 5.667, 3.064], [-6.462, 6.217, 1.751], [-5.959, 7.218, 3.792], [5.965, 3.706, -2.267], [4.549, 3.663, -2.398], [6.390, 3.745, -3.267], [6.282, 4.594, -1.713], [6.341, 2.813, -1.758], [4.172, 3.628, -1.513], [-1.431, -4.318, -1.948], [-2.054, -3.461, -0.987], [-2.220, -4.810, -2.513], [-0.816, -3.734, -2.641], [-0.809, -5.071, -1.461], [-1.355, -3.020, -0.494], [-0.267, -5.105, 7.865], [0.214, -4.867, 6.544], [-1.293, -4.750, 7.908], [-0.251, -6.171, 8.103], [0.327, -4.561, 8.604], [1.122, -5.182, 6.506], [-3.356, -5.431, -5.501], [-3.598, -5.223, -4.112], [-2.570, -6.175, -5.601], [-4.254, -5.791, -6.009], [-3.025, -4.497, -5.961], [-4.286, -4.556, -4.037], [-4.562, 2.043, 3.031], [-4.085, 0.701, 2.948], [-3.765, 2.650, 3.450], [-4.816, 2.429, 2.040], [-5.437, 2.108, 3.683], [-4.793, 0.165, 2.579], [-1.112, -1.224, -4.853], [-2.257, -2.068, -4.754], [-0.874, -1.116, -5.907], [-1.313, -0.235, -4.432], [-0.253, -1.666, -4.340], [-2.466, -2.167, -3.820], [2.768, 4.478, -5.295], [1.351, 4.441, -5.464], [3.216, 4.519, -6.285], [3.068, 5.364, -4.730], [3.121, 3.585, -4.776], [0.955, 4.405, -4.590]], "mulliken_charge": [-0.5553, 0.2026, -0.3754, 1.0634, 0.4638, 0.2513, 0.3648, -0.1604, -0.4583, -0.6388, -0.5757, -0.5672, -0.0464, -0.5507, -0.2585, -0.0805, -0.5846, 0.2829, 0.2845, -0.2437, 0.6669, 0.3888, 0.4115, 0.5741, -0.4907, -0.3089, 0.1517, 0.1784, 0.2873, 0.1819, -0.3862, -0.5303, 0.2598, 0.0805, 0.2499, 0.3022, -0.7529, -0.3239, 0.2216, 0.3610, 0.3121, 0.2071, -0.0966, -0.5028, 0.0929, -0.0561, 0.2993, 0.3553, -0.3435, -0.4977, -0.0185, 0.3018, 0.2871, 0.2905, -0.6359, -0.3583, 0.2591, 0.2919, 0.2137, 0.3076, -0.3739, -0.4604, 0.1824, 0.1849, 0.2119, 0.2420, -0.5554, -0.4176, 0.2124, 0.2516, 0.2641, 0.2645, -0.5378, -0.4714, 0.2351, 0.2592, 0.2204, 0.2589, -0.6967, -0.4634, 0.2119, 0.2951, 0.3427, 0.2670, -0.5246, -0.4406, 0.2626, 0.2313, 0.2146, 0.2826, -0.4436, -0.5233, 0.2863, 0.2279, 0.1599, 0.2898]}


(3)
{"formula": "C2H6IN2O", "method": "wB97M-V/def2-TZVPD", "total_charge": 1, "relative_energy_kcal_mol": 105.6, "lumo_ev": [-4.9, -5.0], "homo_lumo_gap_ev": [8.07, 8.02], "symbols": ["C", "C", "N", "N", "O", "I", "H", "H", "H", "H", "H", "H"], "xyz": [[-1.491, 1.018, 0.098], [0.667, -0.282, -0.575], [1.811, -2.186, -0.157], [-0.459, -0.112, 0.353], [2.825, -1.858, 0.157], [2.314, 0.987, 0.003], [-1.517, 1.696, 0.815], [-1.259, 1.465, -0.941], [-2.500, 0.628, 0.132], [0.558, -0.282, -1.568], [-0.760, -1.100, 0.337], [-0.189, 0.027, 1.346]], "mulliken_charge": [-0.7910, -0.9892, 0.3261, -0.1490, -0.0598, 0.1955, 0.3641, 0.2732, 0.3761, 0.6088, 0.4078, 0.4375]}


(4)
{"formula": "C5H18N2O4", "method": "wB97M-V/def2-TZVPD", "relative_energy_kcal_mol": 80.7, "lumo_ev": 0.5, "homo_lumo_gap_ev": 9.12, "smiles": "C[C@H](CC=O)NCN.O.O.O", "symbols": ["C", "C", "C", "C", "O", "N", "C", "N", "H", "H", "H", "H", "H", "H", "H", "H", "H", "H", "H", "H", "H", "H", "O", "H", "H", "O", "H", "H", "O"], "xyz": [[-2.500, 0.964, 0.735], [-1.367, 0.203, 1.422], [-0.049, 0.977, 1.221], [0.273, 1.451, -0.214], [0.623, 0.634, -1.029], [-1.234, -1.153, 0.786], [-0.218, -2.122, 1.195], [0.981, -1.922, 0.279], [-2.878, 0.359, -0.119], [-3.299, 1.138, 1.412], [-2.250, 1.843, 0.228], [-1.580, 0.125, 2.520], [-0.116, 1.834, 1.882], [0.991, 0.705, 1.440], [0.122, 2.484, -0.605], [-1.152, -0.831, -0.196], [0.095, -2.084, 2.249], [-0.703, -3.079, 1.082], [1.784, -2.306, 0.754], [0.951, -2.222, -0.669], [3.523, 1.501, 1.540], [2.759, 0.185, 1.862], [3.619, 0.576, 1.745], [-1.531, 1.521, -3.068], [-2.382, 0.859, -1.954], [-2.102, 1.694, -2.321], [0.808, -0.572, -2.903], [1.628, -1.714, -3.699], [1.410, -1.307, -2.863]], "mulliken_charge": [-1.4578, 0.2372, 0.4386, -0.1501, -0.3945, -0.4208, -0.5463, -0.3659, 0.2219, 0.3314, 0.4616, 0.4776, 0.3560, -0.8306, 0.4032, 0.2798, 0.3546, 0.3308, 0.1900, 0.1385, 0.3173, 0.2755, -0.6561, 0.3017, 0.2911, -0.6064, 0.3180, 0.2752, -0.5715]}


(5)
{"formula": "C2H2Br2", "method": "wB97M-V/def2-TZVPD", "relative_energy_kcal_mol": 42.3, "lumo_ev": 0.5, "homo_lumo_gap_ev": 10.76, "smiles": "C#CBr.Br", "symbols": ["C", "C", "Br", "Br", "H", "H"], "xyz": [[2.602, 1.772, -0.539], [3.133, 0.815, -0.169], [3.985, -0.751, 0.049], [-1.308, -1.256, 0.078], [-0.622, -0.129, 0.807], [2.040, 2.641, -0.661]], "mulliken_charge": [0.0075, -0.4056, -0.0019, -0.2103, 0.2080, 0.4023]}